[1]
# C23H30IN5O3Pt

A structure of composition C23H30IN5O3Pt (ωB97M-V/def2-TZVPD, OMol25).

Kohn-Sham gap ... 0.278 Ha
Relative energy (zero: lowest compared OMol25 entry of this formula, charge and spin) ... 0.6 kcal per mole
Strongest force on any atom ... 0.0032 Eh/bohr
Net charge ... +2
Multiplicity ... 1

Each line ends with the Mulliken charge.
CARTESIAN COORDINATES (ANGSTROEM)
1 Pt -0.966 -0.807 0.108  0.82
2 I -1.359 0.418 -2.294  -0.07
3 O 0.889 -1.103 -0.588  -1.38
4 O 4.224 1.916 0.502  -0.51
5 O -1.597 2.589 -0.024  -0.54
6 N -2.816 -0.426 1.072  0.25
7 N 3.760 -0.559 -0.029  0.16
8 N -4.969 -0.029 2.367  -0.03
9 N -0.258 4.214 -0.841  -0.39
10 N -0.226 -2.337 2.697  -0.67
11 C 3.401 0.377 -1.037  -0.17
12 C -3.816 0.268 0.218  -0.27
13 C 2.183 -4.999 -1.195  -0.87
14 C 3.597 2.681 -1.723  -0.53
15 C 3.136 2.321 -2.984  -0.92
16 C -3.399 -1.722 1.525  -0.39
17 C -3.813 0.522 3.150  -0.90
18 C 1.289 -2.335 -0.831  0.85
19 C -5.051 0.670 1.044  -1.00
20 C 0.442 -3.323 -1.355  -0.44
21 C -0.064 2.013 -1.787  0.10
22 C 2.624 -2.710 -0.522  1.10
23 C 0.883 -4.611 -1.547  -0.68
24 C 2.942 0.028 -2.297  -0.04
25 C -2.555 0.432 2.268  -0.20
26 C 3.022 -4.062 -0.660  -0.66
27 C 4.734 3.214 0.819  -0.96
28 C 2.805 1.006 -3.272  -0.94
29 C -0.460 -1.757 1.727  0.02
30 C 3.737 1.708 -0.743  1.16
31 C -4.788 -1.502 2.150  -0.75
32 C 3.562 -1.842 0.100  -0.63
33 C -0.732 2.958 -0.804  0.44
34 H 0.202 -5.346 -1.959  0.43
35 H 2.469 0.730 -4.262  0.47
36 H -3.342 1.148 -0.205  0.18
37 H 0.432 4.513 -1.507  0.19
38 H 3.059 3.078 -3.753  0.48
39 H -3.727 -0.069 4.060  0.33
40 H -0.578 -3.050 -1.596  0.37
41 H 3.883 3.704 -1.523  0.53
42 H 2.507 -6.020 -1.327  0.43
43 H 0.802 1.535 -1.330  -0.48
44 H -5.831 0.128 2.888  0.30
45 H -2.709 -2.166 2.238  0.44
46 H -1.741 -0.007 2.837  0.61
47 H -5.087 1.739 1.244  0.38
48 H -4.094 -0.409 -0.589  0.57
49 H 4.244 -2.306 0.807  0.48
50 H 4.418 -0.150 0.628  0.31
51 H -5.980 0.370 0.563  0.35
52 H 3.939 3.959 0.776  0.36
53 H -4.881 -1.995 3.116  0.39
54 H 2.727 -1.003 -2.531  0.45
55 H -3.470 -2.385 0.666  0.48
56 H -0.615 4.887 -0.182  0.27
57 H -4.056 1.548 3.417  0.40
58 H -2.240 1.406 1.899  0.32
59 H 5.112 3.145 1.833  0.27
60 H 0.230 2.493 -2.716  0.60
61 H 4.024 -4.341 -0.357  0.47
62 H 5.543 3.486 0.141  0.41
63 H -5.600 -1.833 1.506  0.29

***

[2]
# C4H9F2N2

The ion C4H9F2N2 with charge +1 in a non-equilibrium geometry (ωB97M-V/def2-TZVPD, OMol25).

Kohn-Sham gap ... 0.378 Ha
Relative energy (zero: lowest compared OMol25 entry of this formula, charge and spin) ... 9.2 kcal per mole
Strongest force on any atom ... 0.0925 Eh/bohr
Net charge ... +1
SMILES string ... CC(F)(F)C/[NH+]=C/N
Multiplicity ... 1

Each line ends with the Mulliken charge.
CARTESIAN COORDINATES (ANGSTROEM)
1 F 0.912 1.194 -0.923  -0.32
2 F 1.535 1.278 1.094  -0.29
3 N -1.158 -0.152 0.651  -0.11
4 N -3.108 0.687 -0.420  -0.34
5 C 0.119 -0.727 0.598  -1.15
6 C -1.975 -0.015 -0.378  0.22
7 C 1.498 0.412 0.056  1.12
8 C 2.746 -0.293 -0.351  -1.12
9 H -3.513 1.363 0.219  0.25
10 H 0.165 -1.574 0.001  0.49
11 H 0.336 -0.976 1.632  0.36
12 H 3.121 -0.049 -1.379  0.33
13 H 2.466 -1.310 -0.310  0.35
14 H -1.391 0.302 1.475  0.22
15 H 3.442 -0.075 0.432  0.33
16 H -3.624 0.475 -1.262  0.27
17 H -1.572 -0.537 -1.135  0.39

***

[3]
# H13O6

A cluster of 6 separate species, H13O6 in total in a non-equilibrium geometry (ωB97M-V/def2-TZVPD, OMol25).

Kohn-Sham gap ... 0.456 Ha
Relative energy (zero: lowest compared OMol25 entry of this formula, charge and spin) ... 19.2 kcal per mole
Strongest force on any atom ... 0.0840 Eh/bohr
Net charge ... +1
Multiplicity ... 1

Each line ends with the Mulliken charge.
CARTESIAN COORDINATES (ANGSTROEM)
1 O -0.556 -0.007 -1.502  -0.35
2 O 0.676 1.027 1.025  -0.49
3 O -0.631 -1.700 1.544  -0.62
4 O 0.919 2.106 -1.678  -0.64
5 O 1.476 -1.671 -0.730  -0.68
6 O -2.561 0.088 0.376  -0.72
7 H 1.666 -1.857 0.142  0.29
8 H -1.136 -2.540 1.637  0.30
9 H 1.145 0.229 1.065  0.25
10 H 2.134 -1.186 -1.247  0.34
11 H 0.827 2.981 -1.266  0.33
12 H -0.402 -1.411 2.406  0.33
13 H -0.205 0.940 -1.534  0.40
14 H 1.858 1.983 -1.886  0.31
15 H -2.366 0.944 0.765  0.35
16 H 0.116 -0.653 -1.180  0.43
17 H -1.298 -0.018 -0.827  0.52
18 H -2.181 -0.524 0.960  0.38
19 H 0.519 1.266 1.930  0.29

***

[4]
# CHNO5S

The ion CHNO5S with charge -2 in a non-equilibrium geometry (ωB97M-V/def2-TZVPD, OMol25).

Kohn-Sham gap ... 0.242 Ha
Relative energy (zero: lowest compared OMol25 entry of this formula, charge and spin) ... 27.8 kcal per mole
Strongest force on any atom ... 0.0606 Eh/bohr
Net charge ... -2
SMILES string ... O=[N+]([O-])C=S(=O)([O-])[O-]
Multiplicity ... 1

Each line ends with the Mulliken charge.
CARTESIAN COORDINATES (ANGSTROEM)
1 S -1.303 0.016 -0.448  1.07
2 O 2.215 -0.438 1.183  -0.64
3 O -1.936 -1.354 -0.510  -0.73
4 O 1.746 1.599 0.587  -0.61
5 O -1.673 0.819 -1.623  -0.70
6 O -1.689 0.710 0.815  -0.70
7 N 1.519 0.382 0.535  0.74
8 C 0.472 -0.403 -0.573  -0.61
9 H 0.650 -1.330 0.034  0.18

***

[5]
# C5H5Br2NO

A cluster of 2 separate species, C5H5Br2NO in total in a non-equilibrium geometry (ωB97M-V/def2-TZVPD, OMol25).

Kohn-Sham gap (spin up / spin down) ... 0.286 / 0.286 Ha
Relative energy (zero: lowest compared OMol25 entry of this formula, charge and spin) ... 32.0 kcal per mole
Strongest force on any atom ... 0.0669 Eh/bohr
Multiplicity ... 1

Each line ends with the Mulliken charge.
CARTESIAN COORDINATES (ANGSTROEM)
1 Br -0.621 -3.215 -0.059  -0.08
2 Br 0.704 -2.154 -2.835  -0.04
3 O 1.633 0.165 -1.034  -0.34
4 N -2.592 -0.430 -1.695  -0.49
5 C -0.008 0.506 0.805  -0.15
6 C -1.678 -1.131 -1.632  0.50
7 C 0.697 0.035 -0.359  0.50
8 C -0.519 -1.855 -1.416  -0.34
9 C 0.741 1.687 1.436  -1.21
10 H 0.226 2.019 2.336  0.37
11 H -1.022 0.785 0.500  0.31
12 H 0.792 2.521 0.740  0.34
13 H -0.108 -0.330 1.505  0.29
14 H 1.754 1.397 1.708  0.34

***

[6]
# CH3I2NO

An isolated molecule of CH3I2NO in a non-equilibrium geometry (ωB97M-V/def2-TZVPD, OMol25).

Kohn-Sham gap (spin up / spin down) ... 0.283 / 0.248 Ha
Relative energy (zero: lowest compared OMol25 entry of this formula, charge and spin) ... 0.0 kcal per mole
Strongest force on any atom ... 0.0768 Eh/bohr
Multiplicity ... 3

Each line ends with the Löwdin spin population.
CARTESIAN COORDINATES (ANGSTROEM)
1 I 4.875 0.470 0.838  0.73
2 I 3.057 -1.376 -0.457  0.33
3 O 0.855 0.170 -1.396  0.25
4 N 2.075 -0.289 -1.677  0.66
5 C 0.062 -0.218 -0.363  0.02
6 H -0.945 0.176 -0.664  0.00
7 H -0.108 -1.397 -0.332  0.01
8 H 0.544 0.306 0.608  0.01